Record 1
Formula: C6H12NO5S
Source: the OMol25 dataset
Level of theory: ωB97M-V/def2-TZVPD

Last columns: bonded neighbours and bond lengths (Å).
Element x y z (Å)
1 C -0.25131 -0.41326 2.47481  C5 1.493, O8 1.299, O10 1.201
2 C -0.21893 -2.29464 0.32432  C6 1.422, H14 1.087, H15 1.112, H16 1.162
3 C -0.63455 -0.54674 -1.40246  C6 1.489, H17 1.131, H18 1.045, H19 1.170
4 C 0.46602 2.57416 0.19756  N7 1.494, H20 1.048, H21 1.040, H22 1.069
5 C -0.35563 0.70320 1.48979  C1 1.493, N7 1.425, H23 1.097
6 C 0.13166 -1.02907 -0.22025  C2 1.422, C3 1.489, S13 1.826
7 N 0.58423 1.77353 1.45337  C4 1.494, C5 1.425, H24 1.071
8 O 0.86200 -0.61719 3.11259  C1 1.299, H25 0.962
9 O 2.47907 -1.99845 -0.94194  S13 1.474
10 O -1.26076 -1.05189 2.59821  C1 1.201
11 O 1.96607 0.34727 -1.32170  S13 1.476
12 O 2.35926 -0.37669 1.08953  S13 1.550
13 S 1.93344 -0.76364 -0.34970  C6 1.826, O9 1.474, O11 1.476, O12 1.550
14 H 0.59979 -2.95564 0.59787  C2 1.087
15 H -0.86862 -2.19972 1.22171  C2 1.112
16 H -0.86667 -2.81676 -0.48622  C2 1.162
17 H -0.49984 0.55951 -1.59743  C3 1.131
18 H -0.38142 -1.16757 -2.20362  C3 1.045
19 H -1.77429 -0.77380 -1.26716  C3 1.170
20 H -0.50696 2.94879 0.30296  C4 1.048
21 H 1.16368 3.33838 0.09548  C4 1.040
22 H 0.56413 1.85311 -0.58513  C4 1.069
23 H -1.39039 0.86834 1.16432  C5 1.097
24 H 1.57300 1.39745 1.62233  N7 1.071
25 H 1.46662 -0.52499 2.36965  O8 0.962

HOMO energy (spin up / spin down) (Ha): -0.1414 / -0.1415
Max |F| (eV/Å): 3.75
Charge: -1
Relative energy (zero: lowest compared OMol25 entry of this formula, charge and spin) (kcal per mole): 75.5
Total energy (Eh): -1064.95154

***

Record 2
Formula: C3H11NOP
Source: the OMol25 dataset
Level of theory: ωB97M-V/def2-TZVPD

Last columns: bonded neighbours and bond lengths (Å).
Element x y z (Å)
1 C -0.15081 -2.01107 -0.43289  C3 1.470, H7 1.130, H8 1.067, H9 1.080
2 C 0.08470 1.50145 1.86678  N4 1.489, H10 1.155, H11 1.038, H12 1.055
3 C 0.78479 -0.91599 -0.72794  C1 1.470, O5 1.301, P6 1.846
4 N -0.74254 1.05153 0.71318  C2 1.489, H13 1.102, H14 1.034
5 O 1.90284 -0.63413 -0.12522  C3 1.301, H15 1.011
6 P 0.28376 0.42140 -1.89772  C3 1.846, H16 1.463, H17 1.408
7 H 0.30501 -2.92720 -0.91251  C1 1.130
8 H -1.12304 -1.69891 -0.74315  C1 1.067
9 H -0.10250 -2.11885 0.64025  C1 1.080
10 H -0.63843 1.87643 2.68597  C2 1.155
11 H 0.44074 0.59184 2.21761  C2 1.038
12 H 0.84042 2.22028 1.70832  C2 1.055
13 H -0.73133 1.72808 -0.15706  N4 1.102
14 H -1.70619 0.78049 0.97264  N4 1.034
15 H 2.15507 -1.38163 0.50668  O5 1.011
16 H -0.67473 -0.38894 -2.64900  P6 1.463
17 H 1.37067 0.20522 -2.76597  P6 1.408

HOMO energy (Ha): -0.4802
Max |F| (eV/Å): 4.23
Charge: +1
Relative energy (zero: lowest compared OMol25 entry of this formula, charge and spin) (kcal per mole): 91.4
Total energy (Eh): -591.90247